Computed, not measured: an isolated molecule of C9H20BNOS at a distorted geometry, with ωB97M-V/def2-TZVPD.

Bonds (Å) are listed after each position.
Atoms and positions in Å:
1 B -1.31 0.10 -0.02  C10 1.597, N11 1.389, S13 1.760
2 C 1.32 0.53 -0.19  C3 1.531, C4 1.624, C5 1.523, N11 1.546
3 C 1.52 -0.98 -0.03  C2 1.531, C6 1.494, C7 1.556, O12 1.389
4 C 1.78 1.30 1.17  C2 1.624, H14 1.149, H15 1.034, H16 1.147
5 C 2.02 1.12 -1.41  C2 1.523, H17 1.076, H18 1.065, H19 1.064
6 C 1.14 -1.83 -1.20  C3 1.494, H20 1.071, H21 1.059, H22 1.130
7 C 2.98 -1.24 0.44  C3 1.556, H23 1.037, H24 1.110, H25 1.061
8 C -3.73 1.01 -0.77  C10 1.542, H26 1.083, H27 1.067, H28 1.151
9 C -3.70 0.19 1.56  C10 1.524, H29 1.175, H30 1.084, H31 1.093
10 C -2.86 0.32 0.30  B1 1.597, C8 1.542, C9 1.524, S13 2.009
11 N -0.18 0.87 -0.29  B1 1.389, C2 1.546, H32 0.994
12 O 0.68 -1.30 1.02  C3 1.389, H33 0.980
13 S -2.12 -1.39 -0.45  B1 1.760, C10 2.009
14 H 1.40 2.36 1.37  C4 1.149
15 H 2.82 1.37 1.16  C4 1.034
16 H 1.27 0.60 1.92  C4 1.147
17 H 2.98 0.63 -1.40  C5 1.076
18 H 2.30 2.14 -1.35  C5 1.065
19 H 1.44 0.92 -2.28  C5 1.064
20 H 1.16 -2.88 -0.96  C6 1.071
21 H 1.79 -1.67 -2.02  C6 1.059
22 H 0.14 -1.78 -1.73  C6 1.130
23 H 3.42 -2.18 0.39  C7 1.037
24 H 3.08 -0.92 1.50  C7 1.110
25 H 3.56 -0.68 -0.25  C7 1.061
26 H -4.76 1.04 -0.44  C8 1.083
27 H -3.68 0.28 -1.54  C8 1.067
28 H -3.30 2.05 -1.01  C8 1.151
29 H -4.58 -0.55 1.33  C9 1.175
30 H -3.18 -0.21 2.43  C9 1.084
31 H -3.99 1.22 1.78  C9 1.093
32 H -0.16 1.83 -0.03  N11 0.994
33 H 0.75 -2.28 1.01  O12 0.980

LUMO energy: 0.0227 Eh
total charge: 0
energy relative to the best compared isomer or geometry (same formula, charge and spin): 55.1 kJ/mol
HOMO level: -8.4167 eV
SMILES: CC1(C)SB1NC(C)(C)C(C)(C)O

Mulliken atomic charge list, values in e, 2 entries: B 0.685; C 1.135